{
  "formula": "C23H32Br2ClN2NdOSi2Te",
  "method": "the ωB97M-V functional and the def2-TZVPD basis",
  "multiplicity": 4,
  "lumo_energy_ev": [-6.12, -5.99],
  "total_energy_ha": -8096.59732,
  "charge": 2,
  "symbols": ["Nd", "C", "C", "C", "C", "C", "C", "Br", "C", "C", "Br", "C", "O", "C", "N", "H", "H", "H", "H", "H", "H", "C", "Si", "C", "C", "C", "Te", "C", "Si", "C", "C", "C", "H", "H", "H", "H", "H", "H", "H", "H", "H", "H", "H", "H", "H", "H", "H", "H", "H", "H", "H", "H", "H", "H", "Cl", "C", "C", "C", "C", "N", "C", "H", "H", "H", "H"],
  "positions_angstrom": [[8.686950, 12.814503, 7.942309], [5.765058, 11.834225, 5.752783], [6.974750, 10.939090, 5.590786], [6.742566, 9.740731, 4.858529], [7.621489, 8.711421, 4.904345], [8.882589, 8.872859, 5.507113], [10.014092, 7.990559, 5.529599], [10.043877, 6.294419, 4.664312], [11.202880, 8.333839, 6.181898], [11.340689, 9.620739, 6.752105], [12.904379, 10.116662, 7.603860], [10.314500, 10.567605, 6.652586], [10.290063, 11.785742, 7.197241], [9.088327, 10.140426, 6.067609], [8.066979, 11.104159, 6.231564], [5.510207, 12.177874, 6.801474], [4.830743, 11.282902, 5.501570], [5.808591, 12.711962, 5.063733], [5.899058, 9.652488, 4.244523], [7.396885, 7.727864, 4.500760], [11.965088, 7.606816, 6.205941], [5.491771, 10.157947, 12.304840], [6.969340, 10.026110, 11.175762], [7.279535, 8.318574, 10.581815], [6.529792, 11.101580, 9.664135], [8.388160, 11.028992, 11.921221], [10.043200, 11.217368, 10.616187], [11.082968, 12.816139, 11.774351], [10.757365, 14.606563, 11.332084], [11.526642, 14.989913, 9.686130], [11.684422, 15.609390, 12.574684], [8.928084, 15.096447, 11.355145], [4.619371, 9.686239, 11.845139], [5.301912, 11.231156, 12.343658], [5.611882, 9.628079, 13.253411], [6.638387, 8.087879, 9.755612], [7.231769, 7.425565, 11.254696], [8.267347, 8.064685, 10.268452], [5.479482, 10.799418, 9.320142], [7.288677, 10.868806, 8.898359], [6.487398, 12.214929, 9.898007], [8.754022, 10.682188, 12.945377], [7.844347, 11.941869, 11.947552], [12.162136, 12.542687, 11.840154], [10.597432, 12.732868, 12.791898], [11.030981, 14.660818, 8.766037], [12.563240, 14.653420, 9.790004], [11.372068, 16.096376, 9.610459], [12.429623, 15.066452, 13.127801], [11.059057, 16.145982, 13.225811], [12.321608, 16.324659, 12.110643], [8.573716, 15.147449, 12.408377], [8.169447, 14.494695, 10.794363], [8.901810, 16.054383, 10.919279], [12.022027, 16.153194, 4.648234], [10.549740, 16.228844, 5.586463], [9.850946, 17.416847, 5.739917], [8.625747, 17.422599, 6.359457], [8.167001, 16.218470, 6.870537], [8.883469, 15.070191, 6.788462], [10.059253, 15.092341, 6.129285], [10.224470, 18.327164, 5.250029], [8.021683, 18.338795, 6.439756], [7.184762, 16.149518, 7.356875], [10.521060, 14.139464, 6.006549]],
  "forces_ev_per_a": [[0.0, -0.3, 0.1], [-1.0, 0.8, 0.2], [-2.8, -1.3, -0.6], [0.9, 0.2, 0.1], [0.3, -1.0, -0.2], [1.2, 0.5, 0.2], [0.5, 0.0, 0.4], [-0.5, 0.5, 0.2], [-2.3, 1.1, -0.6], [-0.8, 0.6, -0.4], [0.6, 0.1, 0.3], [-0.3, -2.0, -0.2], [0.8, 0.6, 0.1], [0.2, 1.2, 1.0], [2.1, 0.0, 0.7], [0.9, -0.2, -0.9], [0.8, 0.3, -0.1], [0.0, -0.5, 0.6], [-1.3, -0.1, -0.4], [-0.1, 0.2, -0.3], [1.0, -0.4, 0.1], [0.2, -0.4, -0.6], [-0.3, 0.0, 0.7], [0.5, -1.6, 0.8], [-1.2, 0.6, -0.3], [0.5, -1.7, 0.9], [0.5, 1.0, 0.4], [-0.7, -0.8, 0.7], [-0.1, -0.4, -0.2], [-1.0, 1.0, -0.1], [0.6, -0.5, -0.6], [-0.3, -1.7, 0.7], [0.0, 0.1, -0.2], [-0.3, 0.0, 0.7], [0.1, 0.6, 0.1], [-0.6, -0.1, -0.6], [-0.8, 1.1, 0.2], [1.2, 0.6, -0.8], [1.6, 0.4, 0.1], [-0.4, -0.1, -0.2], [0.1, -1.1, -0.1], [-0.6, 0.6, -1.4], [0.0, 1.2, 0.6], [-0.9, 0.2, 0.0], [0.7, -0.4, -0.9], [0.3, -0.6, 0.0], [-0.1, 0.4, -0.6], [0.9, -0.6, 0.1], [0.0, -0.7, 0.6], [-0.8, 0.6, 1.1], [0.3, 0.9, -0.8], [0.1, 0.1, -0.7], [0.6, 0.1, 0.3], [-0.2, 1.5, -0.4], [-0.6, 0.1, 0.5], [1.3, 0.8, -0.9], [0.5, 0.9, -1.1], [-0.6, 0.0, 0.4], [-0.2, -0.5, 0.4], [-0.5, 0.6, 0.2], [-1.2, -0.6, 0.6], [0.0, -0.4, 0.4], [0.4, -0.6, 0.0], [0.5, 0.0, -0.2], [0.7, -0.5, -0.1]],
  "lowdin_spin": [3.03, 0.00, 0.00, 0.00, 0.00, 0.00, 0.00, 0.00, 0.00, 0.00, 0.00, 0.00, -0.01, 0.00, -0.01, 0.00, 0.00, 0.00, 0.00, 0.00, 0.00, 0.00, 0.00, 0.00, 0.00, 0.00, -0.01, 0.00, 0.00, 0.00, 0.00, 0.00, 0.00, 0.00, 0.00, 0.00, 0.00, 0.00, 0.00, 0.00, 0.00, 0.00, 0.00, 0.00, 0.00, 0.00, 0.00, 0.00, 0.00, 0.00, 0.00, 0.00, 0.00, 0.00, 0.00, 0.00, 0.00, 0.00, 0.00, -0.01, 0.00, 0.00, 0.00, 0.00, 0.00]
}